[1]
21
Properties=species:S:1:pos:R:3 method="wB97M-V/def2-TZVPD" molar_mass_g_mol=111.188 largest_force_ev_per_a=1.18 energy_ha=-329.2201 charge=0
C 2.663 0.993 -0.849
C 1.350 1.062 -1.005
C 0.367 -0.003 -0.685
C -0.394 -0.547 -1.631
N -0.224 -0.300 -2.985
C 0.154 -0.361 0.791
C -1.219 0.043 1.339
C -1.549 -0.610 2.682
H 3.063 0.040 -0.498
H 3.414 1.735 -1.098
H 0.850 1.983 -1.331
H -1.169 -1.279 -1.464
H -0.918 -0.563 -3.664
H 0.512 0.300 -3.309
H 0.325 -1.422 0.969
H 0.891 0.208 1.357
H -1.197 1.131 1.514
H -2.049 -0.062 0.652
H -1.630 0.127 3.494
H -2.477 -1.189 2.683
H -0.763 -1.286 3.040

[2]
12
Properties=species:S:1:pos:R:3 method="wB97M-V/def2-TZVPD" molar_mass_g_mol=148.003 largest_force_ev_per_a=4.66 energy_ha=-2784.7120 charge=0
H -2.022 1.012 -1.260
N -1.835 0.651 -0.381
C -0.601 0.268 -0.234
C 0.498 0.356 -1.283
C -0.320 -0.390 1.011
C 0.918 -0.749 1.481
Br -1.819 -0.677 2.118
H 1.017 -0.689 -1.374
H 1.124 1.272 -1.097
H 0.135 0.853 -2.239
H 1.080 -0.998 2.446
H 1.824 -0.909 0.812

[3]
68
Properties=species:S:1:pos:R:3 method="wB97M-V/def2-TZVPD" molar_mass_g_mol=574.763 largest_force_ev_per_a=5.84 smiles="CC[C@H](Cl)[PH](CCC(C)C)(COO)[C@H](Br)[C@H](C)Br.CNC(C)=O.CNC(C)=O" energy_ha=-7069.5482 charge=0
C -6.434 -0.588 -2.551
C -4.839 -0.112 -2.589
C -4.517 0.674 -1.204
Cl -5.180 2.453 -1.160
P -2.759 0.493 -0.496
C -3.071 -1.368 -0.257
C -2.298 -2.365 -1.358
C -3.135 -3.800 -1.571
C -4.254 -3.733 -2.764
C -3.687 -4.430 -0.145
C -1.858 1.182 -2.003
O -2.571 2.031 -2.949
O -2.171 1.868 -4.184
C -1.098 0.514 0.437
Br 0.431 -0.397 -0.458
C -1.117 0.026 1.998
C -2.143 0.827 2.988
Br 0.751 0.457 2.705
H -6.658 -1.219 -1.591
H -7.111 0.393 -2.579
H -6.672 -1.171 -3.565
H -4.797 0.704 -3.461
H -4.101 -0.953 -2.907
H -5.248 0.180 -0.393
H -3.200 1.480 0.507
H -4.212 -1.704 -0.385
H -2.769 -1.813 0.793
H -1.246 -2.735 -0.931
H -2.161 -1.809 -2.400
H -2.299 -4.566 -1.945
H -3.750 -3.470 -3.792
H -4.671 -4.844 -2.892
H -5.182 -3.076 -2.491
H -2.842 -4.190 0.662
H -4.642 -3.843 0.219
H -3.837 -5.593 -0.194
H -1.441 0.254 -2.627
H -0.938 1.861 -1.652
H -2.844 1.222 -4.589
H -0.773 1.665 0.503
H -1.232 -1.125 2.169
H -1.860 0.543 4.102
H -1.962 1.991 2.899
H -3.277 0.553 2.854
C 4.552 -0.387 0.945
N 4.347 -1.258 2.077
C 5.274 -1.722 2.964
C 6.704 -1.297 2.778
O 4.928 -2.464 3.880
H 3.935 0.504 1.088
H 4.220 -0.914 0.048
H 5.596 -0.092 0.830
H 3.408 -1.588 2.268
H 7.324 -1.745 3.559
H 7.072 -1.638 1.806
H 6.784 -0.209 2.854
C 7.272 5.032 0.313
N 7.005 3.663 0.685
C 6.027 3.188 1.508
C 5.084 4.180 2.131
O 5.938 1.981 1.721
H 7.198 5.108 -0.774
H 8.293 5.273 0.621
H 6.577 5.733 0.776
H 7.600 2.935 0.304
H 4.362 3.652 2.760
H 5.641 4.882 2.757
H 4.537 4.716 1.351

[4]
9
Properties=species:S:1:pos:R:3 method="wB97M-V/def2-TZVPD" molar_mass_g_mol=54.045 largest_force_ev_per_a=6.94 smiles=O.O.O energy_ha=-229.2918 charge=0
O 24.947 45.141 14.764
H 24.209 44.986 15.223
H 25.133 46.050 14.980
O 26.099 44.709 12.172
H 26.992 44.368 12.455
H 25.784 44.890 12.964
O 26.661 47.362 15.854
H 27.384 47.096 15.243
H 26.729 46.865 16.650

[5]
27
Properties=species:S:1:pos:R:3 method="wB97M-V/def2-TZVPD" molar_mass_g_mol=200.287 largest_force_ev_per_a=5.06 energy_ha=-950.4861 charge=+1
C -0.125 1.062 -0.069
C 1.234 1.323 -0.338
C -0.455 -0.597 -1.803
C 1.372 -1.535 -0.271
C -1.022 2.169 0.385
C 1.834 2.607 -0.567
C -1.559 -2.163 0.845
C -1.874 -0.769 0.182
N 2.139 -1.977 2.039
N 1.683 -1.933 0.910
N -0.622 -0.252 -0.427
O -1.027 -1.558 -2.368
S 2.294 -0.012 -0.659
H 0.343 -0.009 -2.240
H 1.038 -2.214 -1.124
H -1.877 2.304 -0.208
H -0.521 3.139 0.408
H -1.288 2.072 1.478
H 1.969 2.887 -1.658
H 2.848 2.718 -0.240
H 1.343 3.514 -0.163
H -1.189 -2.906 -0.030
H -0.843 -2.118 1.639
H -2.392 -2.687 1.223
H -2.245 -0.061 0.803
H -2.628 -1.001 -0.577
H 1.567 -2.001 2.831

[6]
74
Properties=species:S:1:pos:R:3 method="wB97M-V/def2-TZVPD" molar_mass_g_mol=754.704 largest_force_ev_per_a=1.59 s_squared=2.008 spin_multiplicity=3 energy_ha=-5452.8822 charge=-2
Ni -0.380 -0.624 -0.098
N 0.694 -1.013 1.630
C 0.543 -0.677 2.706
C 0.281 -0.143 4.022
C 1.326 0.217 4.861
C 1.044 0.716 6.123
C -0.274 0.855 6.535
C -1.314 0.505 5.684
C -1.040 0.002 4.420
H 2.347 0.114 4.513
H 1.854 1.000 6.783
H -0.493 1.248 7.522
H -2.341 0.628 6.000
H -1.829 -0.265 3.725
O -2.090 -1.598 0.846
S -2.019 -2.297 -0.479
O -0.612 -2.793 -0.596
O -3.024 -3.323 -0.654
S -2.077 -0.775 -1.825
C 2.641 2.759 -1.368
C 2.392 1.992 -2.674
C 3.481 2.375 -3.687
C 1.011 2.375 -3.231
Si 2.294 0.155 -2.198
O 1.235 -0.032 -1.046
C 4.006 -0.398 -1.561
C 5.180 -0.437 -2.325
C 6.383 -0.895 -1.792
C 6.438 -1.335 -0.473
C 5.285 -1.314 0.303
C 4.087 -0.850 -0.237
C 1.969 -0.918 -3.730
C 0.925 -1.852 -3.634
C 0.624 -2.708 -4.692
C 1.361 -2.654 -5.869
C 2.401 -1.736 -5.988
C 2.694 -0.880 -4.930
H 2.675 3.841 -1.573
H 3.600 2.475 -0.912
H 1.850 2.564 -0.635
H 3.446 3.460 -3.880
H 3.342 1.874 -4.652
H 4.485 2.140 -3.316
H 0.955 3.460 -3.410
H 0.214 2.099 -2.528
H 0.804 1.862 -4.179
H 5.161 -0.112 -3.362
H 7.275 -0.917 -2.408
H 7.372 -1.697 -0.058
H 5.318 -1.664 1.331
H 3.179 -0.834 0.363
H 0.327 -1.900 -2.727
H -0.201 -3.406 -4.591
H 1.124 -3.318 -6.695
H 2.981 -1.686 -6.903
H 3.512 -0.174 -5.053
S -3.925 4.699 -3.083
C -2.851 4.123 -1.925
S -2.853 2.494 -1.373
C -1.519 2.802 -0.257
N -1.102 4.030 -0.339
N -1.858 4.764 -1.263
C -1.385 6.096 -1.482
C -2.241 7.139 -1.816
C -1.726 8.415 -2.016
C -0.368 8.665 -1.882
C 0.479 7.621 -1.529
C -0.022 6.344 -1.326
S -0.877 1.650 0.839
H -3.297 6.950 -1.923
H -2.402 9.220 -2.280
H 0.027 9.662 -2.048
H 1.543 7.795 -1.415
H 0.623 5.525 -1.039

[7]
6
Properties=species:S:1:pos:R:3 method="wB97M-V/def2-TZVPD" molar_mass_g_mol=175.928 largest_force_ev_per_a=5.07 smiles=O[C@H](F)I energy_ha=-512.0591 charge=0
O 0.348 -0.983 -0.430
C -0.045 0.307 -0.134
F 0.881 0.788 0.750
I -1.913 0.459 0.675
H 0.671 -1.442 0.456
H 0.057 0.872 -1.318

[8]
14
Properties=species:S:1:pos:R:3 method="wB97M-V/def2-TZVPD" molar_mass_g_mol=93.129 largest_force_ev_per_a=1.16 smiles=C#C[C@@H](C)CC#N energy_ha=-287.5047 charge=0
C -2.450 0.041 0.359
C -1.251 0.070 0.470
C 0.213 0.178 0.490
C 0.877 -1.054 1.122
C 0.753 0.392 -0.949
C -0.090 1.240 -1.800
N -0.745 1.878 -2.508
H -3.509 0.041 0.240
H 0.477 1.059 1.090
H 0.614 -1.961 0.566
H 1.968 -0.951 1.119
H 0.548 -1.183 2.158
H 1.756 0.831 -0.910
H 0.839 -0.581 -1.447

[9]
17
Properties=species:S:1:pos:R:3 method="wB97M-V/def2-TZVPD" molar_mass_g_mol=90.099 largest_force_ev_per_a=3.69 energy_ha=-362.6576 charge=+1
N -0.841 0.836 -0.007
H -1.279 1.720 -0.268
H -1.378 0.194 0.636
H -0.437 0.231 -0.715
H 0.005 0.935 0.592
H 3.076 1.632 -0.785
H 1.929 2.610 -0.734
O 2.111 1.582 -0.643
H 0.622 0.606 3.734
H 1.275 1.363 2.452
O 0.737 1.444 3.247
H -2.327 -3.182 -0.381
H -3.132 -2.272 -1.370
O -2.349 -2.322 -0.815
H 1.171 -1.834 -1.889
H -0.206 -2.200 -1.817
O 0.322 -1.394 -1.707

[10]
63
Properties=species:S:1:pos:R:3 method="wB97M-V/def2-TZVPD" molar_mass_g_mol=421.634 largest_force_ev_per_a=3.16 energy_ha=-1589.3324 charge=+1
C -0.647 4.688 -0.458
C 0.623 3.986 -0.944
N 1.527 3.682 0.173
C 2.896 3.207 -0.035
C 3.245 2.728 1.386
N 2.045 2.726 2.129
C 1.089 3.276 1.448
S -0.563 3.479 2.051
C -1.432 3.816 0.527
H -0.370 5.626 0.041
H -1.281 4.984 -1.305
H 0.376 3.041 -1.439
H 1.164 4.594 -1.676
H 2.888 2.391 -0.766
H 3.542 4.011 -0.404
H 3.693 1.723 1.400
H 3.952 3.415 1.876
H -2.390 4.277 0.790
H -1.674 2.851 0.075
C -3.507 -3.302 1.540
N -3.356 -2.871 2.936
C -4.030 -3.758 3.894
C -2.151 -2.208 3.333
C -2.109 -0.825 3.588
C -0.937 -0.212 3.940
C 0.258 -0.946 4.070
C 1.471 -0.287 4.420
C 2.661 -0.927 4.692
C 3.834 -0.263 4.984
C 5.095 -0.882 5.216
C 6.197 -0.112 5.640
C 7.426 -0.681 5.841
C 7.628 -2.057 5.621
N 8.913 -2.667 5.792
C 9.160 -3.514 6.966
C 9.693 -3.048 4.608
C 6.532 -2.829 5.205
C 5.305 -2.259 5.013
C 0.203 -2.331 3.818
C -0.962 -2.942 3.457
H -2.837 -2.728 0.902
H -3.266 -4.358 1.430
H -4.530 -3.143 1.202
H -3.730 -3.502 4.908
H -5.110 -3.653 3.813
H -3.768 -4.799 3.710
H -3.014 -0.249 3.497
H -0.909 0.849 4.118
H 1.465 0.788 4.457
H 2.665 -1.999 4.716
H 3.789 0.810 5.027
H 6.054 0.941 5.813
H 8.257 -0.079 6.169
H 8.415 -3.308 7.733
H 9.102 -4.569 6.704
H 10.147 -3.313 7.377
H 9.320 -2.517 3.734
H 10.741 -2.795 4.747
H 9.617 -4.118 4.419
H 6.678 -3.880 5.027
H 4.487 -2.867 4.674
H 1.103 -2.912 3.881
H -0.981 -3.996 3.245

[11]
10
Properties=species:S:1:pos:R:3 method="wB97M-V/def2-TZVPD" molar_mass_g_mol=215.408 largest_force_ev_per_a=2.55 s_squared=12.009 spin_multiplicity=7 energy_ha=-924.4000 charge=+1
O 1.344 -0.491 -0.147
Sm 1.506 1.989 -0.179
H 2.078 -1.022 0.170
O -0.668 1.568 0.597
O -1.527 2.113 -0.421
H -1.876 1.332 -0.866
C -0.030 -1.179 0.170
H -0.016 -2.277 0.118
H -0.675 -0.974 -0.695
H -0.135 -1.058 1.254

[12]
117
Properties=species:S:1:pos:R:3 method="wB97M-V/def2-TZVPD" molar_mass_g_mol=774.742 largest_force_ev_per_a=9.70 energy_ha=-3010.5195 charge=+1
C 0.448 -3.506 3.106
N 1.762 -2.942 2.471
C 2.001 -1.706 3.150
C 2.901 -3.884 2.449
C 1.449 -2.625 0.896
C 2.429 -1.722 0.147
O 1.954 -1.481 -1.119
H 0.273 -4.648 2.855
H -0.367 -3.132 2.380
H 0.250 -3.419 4.133
H 2.893 -1.164 2.873
H 2.225 -1.828 4.350
H 1.348 -0.769 3.108
H 3.711 -3.373 1.918
H 2.774 -4.661 1.846
H 3.256 -4.031 3.414
H 0.541 -2.115 0.950
H 1.300 -3.697 0.332
H 3.366 -2.230 0.158
H 2.443 -0.632 0.470
H 1.109 -0.903 -0.895
C -0.065 -2.471 -3.528
N -1.456 -2.717 -3.310
C -2.207 -1.559 -3.834
C -1.939 -3.946 -4.063
C -1.526 -2.988 -1.846
C -2.947 -3.185 -1.183
O -2.708 -3.308 0.363
H 0.058 -2.085 -4.683
H 0.658 -3.219 -3.236
H 0.347 -1.523 -3.172
H -2.065 -0.620 -3.328
H -3.254 -1.697 -3.864
H -1.978 -1.358 -4.896
H -1.425 -4.809 -3.951
H -1.685 -3.813 -5.243
H -2.932 -4.100 -3.891
H -1.169 -2.188 -1.336
H -0.751 -3.789 -1.680
H -3.438 -3.951 -1.418
H -3.672 -2.244 -1.355
H -2.369 -2.275 0.675
C -5.617 1.666 1.419
N -5.235 0.302 0.957
C -4.442 0.423 -0.296
C -4.368 -0.183 2.066
C -6.432 -0.572 0.702
C -6.213 -2.044 0.286
O -7.379 -2.747 -0.089
H -6.463 2.035 0.742
H -4.794 2.290 1.534
H -6.173 1.893 2.371
H -3.810 -0.372 -0.581
H -3.757 1.084 0.060
H -5.057 0.579 -1.093
H -4.075 -1.235 1.972
H -4.841 -0.261 3.092
H -3.451 0.455 2.033
H -7.252 0.040 0.128
H -7.028 -0.634 1.628
H -5.639 -2.740 1.036
H -5.793 -1.964 -0.537
H -7.529 -2.600 -1.074
Li -0.281 1.514 -1.354
P -0.769 0.117 0.655
O -1.428 1.319 0.070
O 0.161 -0.088 -0.600
O -1.694 -1.048 0.842
O 0.108 0.484 1.790
C 2.927 1.577 8.266
O 2.603 2.387 7.212
C 2.417 1.961 5.985
O 2.502 0.822 5.567
O 2.161 3.066 5.171
C 1.737 2.870 3.813
H 2.965 1.946 9.156
H 3.701 0.920 7.990
H 2.040 0.684 8.472
H 1.149 3.721 3.722
H 1.003 1.938 3.710
H 2.510 2.935 3.273
C 1.140 2.647 -7.696
O 2.046 2.290 -6.545
C 1.629 1.517 -5.429
O 0.543 1.227 -5.127
O 2.612 1.242 -4.630
C 2.527 0.347 -3.521
H 0.845 1.782 -8.268
H 1.838 3.341 -8.150
H 0.199 3.037 -7.461
H 2.255 -0.624 -3.901
H 1.746 0.742 -2.836
H 3.461 0.254 -2.885
C 0.839 5.124 -4.115
O 1.252 5.118 -2.788
C 0.843 4.254 -1.912
O 0.350 3.178 -2.246
O 1.028 4.545 -0.594
C 0.276 3.865 0.403
H -0.306 5.286 -4.161
H 1.165 4.302 -4.659
H 1.258 5.991 -4.523
H 0.406 2.731 0.677
H -0.805 4.116 0.092
H 0.411 4.444 1.421
C 3.437 1.708 -0.002
O 4.574 2.289 0.693
C 5.128 1.631 1.604
O 4.808 0.421 1.903
O 6.156 2.220 2.157
C 7.028 1.574 3.103
H 3.058 2.591 -0.666
H 2.546 1.517 0.583
H 3.767 0.829 -0.545
H 7.279 0.650 2.775
H 6.763 1.465 4.110
H 7.890 2.120 2.833

[13]
41
Properties=species:S:1:pos:R:3 method="wB97M-V/def2-TZVPD" molar_mass_g_mol=277.223 largest_force_ev_per_a=2.09 s_squared=6.006 spin_multiplicity=5 energy_ha=-2154.5041 charge=-1
Co 16.504 20.511 -11.253
O 18.178 19.801 -12.124
H 18.503 20.555 -12.652
O 14.905 21.126 -10.304
H 14.621 22.042 -10.119
C 14.246 17.209 -13.062
C 15.464 18.107 -13.073
O 15.064 19.384 -12.623
H 13.397 17.620 -13.608
H 13.945 17.007 -12.034
H 14.419 16.223 -13.494
H 15.878 18.227 -14.074
H 16.202 17.742 -12.359
H 14.279 19.558 -13.148
C 16.285 17.583 -8.024
C 15.660 18.123 -9.267
O 16.618 18.920 -9.906
H 16.265 18.294 -7.198
H 17.281 17.230 -8.291
H 15.617 16.779 -7.716
H 14.713 18.640 -9.114
H 15.495 17.358 -10.025
H 17.288 18.274 -10.141
C 18.632 21.912 -7.909
C 18.915 21.536 -9.386
O 17.770 21.944 -10.149
H 17.686 21.496 -7.564
H 18.564 22.997 -7.836
H 19.341 21.481 -7.201
H 19.005 20.453 -9.464
H 19.789 22.005 -9.838
H 17.730 22.884 -9.958
C 15.075 24.074 -12.303
C 16.387 23.540 -12.902
O 16.289 22.117 -12.710
H 15.041 23.869 -11.233
H 14.192 23.641 -12.771
H 14.978 25.148 -12.463
H 17.247 23.810 -12.288
H 16.643 23.677 -13.953
H 15.859 21.833 -13.521

[14]
8
Properties=species:S:1:pos:R:3 method="wB97M-V/def2-TZVPD" molar_mass_g_mol=213.900 largest_force_ev_per_a=3.01 smiles="ClC(Cl)=C(Cl)Cl.O=S" energy_ha=-2390.3077 charge=0
Cl 2.094 -1.917 1.349
C 1.496 -0.593 0.425
Cl 2.528 -0.263 -0.982
C 0.421 0.102 0.669
Cl -0.747 -0.286 1.876
Cl 0.077 1.462 -0.228
O -3.066 1.066 -2.149
S -3.400 0.699 -0.751

[15]
10
Properties=species:S:1:pos:R:3 method="wB97M-V/def2-TZVPD" molar_mass_g_mol=79.055 largest_force_ev_per_a=3.35 smiles="NC(=O)O.O" energy_ha=-321.5823 charge=0
N 1.106 1.397 0.438
C 0.958 0.027 0.737
O 1.400 -0.958 0.180
O -0.177 -0.018 1.479
H 0.378 2.025 0.873
H 1.554 1.700 -0.401
H -0.722 -0.518 0.796
O -1.246 -0.880 -1.284
H -2.190 -0.979 -1.193
H -1.060 -1.795 -1.625